*P*
9
Properties=species:S:1:pos:R:3 method="wB97M-V/def2-TZVPD" lumo_ev=-0.185 smiles="C1N=NN=N1.I" e_homo_ev=-10.048
N 0.45181 -1.52434 0.14253
I -2.99655 -0.24067 -0.37105
C 1.23343 0.40097 -0.35189
H -3.78168 0.81175 0.53006
N 0.66422 0.50100 0.88744
N 0.17950 -0.56982 1.23816
H 1.03643 1.14453 -1.13010
N 0.94833 -0.94543 -0.75247
H 2.26452 0.42201 -0.19269

=====

*Q*
9
Properties=species:S:1:pos:R:3 method="wB97M-V/def2-TZVPD" lumo_ev="-0.052 / -0.051" e_homo_ev="-8.889 / -8.888"
I -3.61907 -0.43398 -0.12113
N 1.23184 0.46640 0.03276
H 2.22557 -1.25104 0.36697
H 2.09746 0.96815 0.14754
C -1.53304 -0.13657 -0.12430
N 1.23217 -0.82717 0.07300
N -1.02518 0.99008 -0.21025
H -0.89318 -1.02221 0.00265
N 0.28343 1.24635 -0.16724

=====

What is the least stable structure shown above? It is *Q*.